Below is C45H39CuNO2P2Te as an isolated structure, with properties calculated with the ωB97M-V functional and the def2-TZVPD basis.

Element x y z (Å)
Cu  0.07580  -0.62221  0.76646
C  1.64288  2.39148  0.64071
N  2.62755  1.68710  -0.16200
C  3.35734  0.62896  0.54185
P  2.39263  -0.95410  0.52188
C  3.03880  -1.72576  -0.99716
C  4.38879  -2.04359  -1.16211
C  4.84199  -2.57736  -2.35931
C  3.95112  -2.79918  -3.40532
C  2.60784  -2.49149  -3.25148
C  2.15403  -1.95828  -2.04788
C  3.10581  -1.91154  1.89219
C  3.19851  -1.32387  3.15505
C  3.59581  -2.07247  4.25414
C  3.88193  -3.42344  4.10725
C  3.76150  -4.02196  2.86149
C  3.37137  -3.27262  1.75938
C  3.37104  2.42431  -1.13266
C  3.62259  3.78948  -1.01799
C  4.35401  4.45419  -1.99830
C  4.85514  3.76808  -3.09428
C  4.61321  2.40319  -3.20768
C  3.87211  1.73863  -2.24219
P  -0.04458  1.58811  0.66258
C  -0.74040  2.45294  2.10835
C  -0.92368  1.71581  3.28020
C  -1.41927  2.32609  4.42697
C  -1.73328  3.67725  4.40995
C  -1.53424  4.42466  3.25386
C  -1.03849  3.81664  2.10867
C  -0.78920  2.31797  -0.83308
C  -2.07380  2.85980  -0.86429
C  -2.61450  3.30669  -2.06519
C  -1.88855  3.20095  -3.24358
C  -0.61624  2.64461  -3.22398
C  -0.07035  2.19987  -2.02732
H  1.48564  3.38425  0.23546
H  1.95288  2.49740  1.68567
H  3.56514  0.91785  1.57720
H  4.31006  0.46530  0.05072
H  5.08524  -1.87673  -0.34586
H  5.89094  -2.82466  -2.47914
H  4.30751  -3.21940  -4.33929
H  1.91026  -2.67128  -4.06114
H  1.10518  -1.72407  -1.91885
H  2.94292  -0.27810  3.29259
H  3.66930  -1.60405  5.22822
H  4.18060  -4.01164  4.96694
H  3.95727  -5.08167  2.74755
H  3.25288  -3.75652  0.79728
H  3.26483  4.34345  -0.15786
H  4.54400  5.51605  -1.88947
H  5.42883  4.28945  -3.85182
H  4.99102  1.85243  -4.06215
H  3.66567  0.67560  -2.34285
H  -0.68247  0.65666  3.28839
H  -1.57166  1.74111  5.32732
H  -2.13882  4.15122  5.29761
H  -1.76278  5.48477  3.24750
H  -0.89465  4.40330  1.20617
H  -2.65678  2.92242  0.04345
H  -3.61069  3.73550  -2.07733
H  -2.31616  3.54573  -4.17865
H  -0.04877  2.55046  -4.14296
H  0.92144  1.75845  -2.01814
Te  -3.34327  -0.33511  1.22827
C  -5.29981  -0.83912  0.66539
C  -5.80412  -0.47523  -0.58661
C  -7.11986  -0.76528  -0.92113
C  -7.94928  -1.40375  -0.00393
C  -7.45456  -1.77000  1.24367
C  -6.13190  -1.50105  1.57438
H  -5.16137  0.03535  -1.29699
H  -7.50362  -0.48691  -1.89631
H  -8.97978  -1.61510  -0.26209
H  -8.09976  -2.26608  1.95939
H  -5.73757  -1.80743  2.53802
O  -0.51669  -4.53615  1.22000
C  -0.84325  -3.38694  0.95901
O  -0.32342  -2.31978  1.48036
C  -1.99486  -3.17464  -0.01064
C  -3.11117  -4.00505  0.08323
C  -4.18421  -3.84588  -0.78470
C  -4.13904  -2.87612  -1.78390
C  -3.02780  -2.05173  -1.89260
C  -1.97152  -2.19358  -0.99810
H  -3.11932  -4.77330  0.84903
H  -5.05741  -4.48378  -0.68569
H  -4.96693  -2.76564  -2.47419
H  -2.98903  -1.28907  -2.66356
H  -1.11453  -1.53089  -1.08207

Cartesian forces (eV/Å) of the 6 atoms listed first:
Cu 0.35 0.39 0.04
C 0.10 -0.27 -0.11
N 0.11 0.10 -0.06
C -0.26 0.12 -0.07
P 0.14 -0.09 -0.19
C -0.04 -0.07 -0.06

**M**: 878.9 g/mol
**Orbital gap (alpha / beta)**: 7.84 / 6.16 eV
**LUMO energy (alpha / beta)**: 0.5 / -1.1 eV
**Strongest force on any atom**: 0.8 eV/A
**⟨S²⟩**: 0.76
**Spin multiplicity**: 2
**DFT total energy**: -4534.64926 a.u.